{"formula": "C7H22NO4", "method": "ωB97M-V/def2-TZVPD", "species": ["C", "C", "C", "C", "C", "C", "C", "N", "H", "H", "H", "H", "H", "H", "H", "H", "H", "H", "H", "H", "H", "H", "H", "H", "O", "H", "H", "O", "H", "H", "O", "H", "H", "O"], "xyz": [[-1.6218, 0.0851, 2.4288], [-1.2570, 0.1839, 1.0229], [-2.3887, 0.2414, -0.1574], [-2.0077, -0.9167, -0.9702], [-0.8765, -1.0564, -1.5898], [-0.7880, -2.2877, -2.5761], [-0.1944, -3.3955, -2.1311], [-0.1846, 1.1591, 0.8110], [-0.8167, 0.4898, 3.0548], [-1.5362, -1.0251, 2.8248], [-2.5433, 0.3881, 2.6360], [-0.7055, -0.8553, 0.6600], [-3.3675, 0.1066, 0.4124], [-2.4313, 1.2118, -0.6063], [-2.7317, -1.7317, -0.9281], [-0.0420, -0.4046, -1.6123], [-0.9759, -1.9230, -3.6594], [0.0932, -4.0243, -2.8552], [-0.1492, -3.4089, -0.9666], [0.7818, 0.7037, 1.0006], [-0.2986, 2.0129, 1.5650], [-0.0999, 1.5321, -0.1268], [0.3240, 3.0505, -2.0019], [-0.6977, 2.0275, -2.6627], [-0.3293, 2.2986, -1.8530], [3.0090, 1.5377, 2.3535], [2.0190, 1.8877, 3.5997], [2.1218, 1.5251, 2.6242], [2.2776, 0.1089, 0.4490], [2.1451, -1.2029, 1.0555], [1.8034, -0.7743, 0.3270], [4.2984, 1.3134, -0.7560], [3.3230, 0.3728, -1.1128], [3.8472, 0.7700, -0.2596]], "forces_ev_per_angstrom": [[3.95, -3.97, 1.79], [1.11, -3.66, -3.86], [0.03, -0.16, 4.42], [-2.26, 0.12, -0.05], [-0.61, -3.19, -3.14], [1.28, 2.98, 0.35], [-2.05, 3.53, 3.29], [1.84, 2.61, 3.28], [-0.49, 0.59, 0.09], [-0.56, 1.92, -1.10], [-3.76, 1.73, 1.20], [-1.21, 2.78, 1.54], [1.07, 0.04, -1.05], [0.17, 0.48, -0.54], [0.14, 0.08, -0.62], [0.50, 0.80, 0.00], [0.44, -1.29, 1.71], [1.08, -3.26, -1.70], [0.58, -0.75, -2.44], [-2.07, 0.70, 0.13], [0.58, -2.44, -2.57], [-0.53, 0.34, -0.70], [-1.49, -1.49, -0.14], [-0.58, -0.35, -1.77], [2.18, 1.91, 1.96], [2.13, 0.29, -0.08], [0.84, -1.15, -3.14], [-2.89, 0.86, 3.14], [-0.33, -1.62, -0.63], [1.08, -2.17, 2.54], [-0.51, 3.52, -1.69], [4.65, 5.32, -3.35], [1.53, 0.59, 3.31], [-5.88, -5.69, -0.16]], "nbo_charge": [-0.64, -0.07, -0.45, -0.21, -0.23, -0.20, -0.38, -0.74, 0.22, 0.25, 0.23, 0.26, 0.23, 0.23, 0.23, 0.20, 0.21, 0.21, 0.21, 0.47, 0.44, 0.46, 0.50, 0.50, -0.98, 0.49, 0.51, -0.99, 0.48, 0.48, -0.94, 0.47, 0.48, -0.93], "homo_energy_ev": -12.1042, "e_above_lowest_ev": 4.364, "total_charge": 1, "lumo_energy_ev": -2.96}

{"formula": "CH3IN4", "method": "ωB97M-V/def2-TZVPD", "species": ["I", "C", "N", "N", "N", "N", "H", "H", "H"], "xyz": [[1.0414, -0.9965, 2.2305], [0.7834, -0.4833, 0.0649], [1.1113, 0.8686, -0.0429], [0.1583, 1.5857, -0.3951], [-0.9638, 0.8744, -0.6228], [-0.5222, -0.5490, -0.5237], [1.4955, -1.1925, -0.4299], [-1.8604, 0.9175, -0.2087], [-1.2435, -1.0250, -0.0723]], "forces_ev_per_angstrom": [[-0.22, -0.05, -0.05], [-0.70, -1.71, -0.67], [1.21, 1.65, -0.91], [-0.78, 0.73, 1.34], [2.20, -3.59, -1.26], [0.57, 1.86, -0.86], [-0.61, 0.84, 0.64], [-0.73, 1.58, 0.82], [-0.95, -1.32, 0.96]], "nbo_charge": [-0.05, 0.00, -0.23, 0.06, -0.30, -0.48, 0.23, 0.40, 0.38], "homo_energy_ev": -9.0185, "e_above_lowest_ev": 1.810, "smiles": "I[C@@H]1N=NNN1", "total_charge": 0, "lumo_energy_ev": -0.16}

{"formula": "C3H7O3", "method": "ωB97M-V/def2-TZVPD", "species": ["O", "C", "O", "C", "C", "H", "H", "H", "H", "H", "H", "H", "O"], "xyz": [[-0.5250, 1.8974, 1.6523], [-0.1079, 1.3090, 0.5629], [-0.3617, 1.6894, -0.5471], [0.8213, 0.1667, 1.0232], [0.7048, -1.0711, 0.1324], [1.8032, 0.6494, 0.9881], [0.6591, -0.0541, 2.0793], [1.6065, -1.1969, -0.4640], [0.6347, -1.9917, 0.6731], [-0.0957, -0.9902, -0.5961], [-2.1631, -0.6731, -1.4760], [-1.1384, 0.4091, -1.8157], [-1.8378, -0.1439, -2.2124]], "forces_ev_per_angstrom": [[-0.20, 0.11, 0.08], [0.40, -0.03, 0.88], [0.02, -0.26, -0.39], [-0.11, 0.23, -0.18], [0.69, 0.35, -0.67], [0.03, -0.20, -0.13], [-0.19, 0.02, -0.06], [0.10, 0.21, -0.10], [-0.40, -0.37, 0.56], [-0.16, -0.08, 0.13], [-0.09, 0.07, -0.13], [-0.45, -0.04, -0.25], [0.36, 0.01, 0.23]], "nbo_charge": [-0.17, 0.73, -0.59, -0.50, -0.62, 0.25, 0.24, 0.23, 0.22, 0.23, 0.46, 0.49, -0.95], "homo_energy_ev": [-11.0245, -11.0079], "e_above_lowest_ev": 0.370, "total_charge": 0, "lumo_energy_ev": [0.63, -3.15], "spin_multiplicity": 2}

{"formula": "C4H18BCs3N4O3", "method": "ωB97M-V/def2-TZVPD", "species": ["Cs", "Cs", "Cs", "B", "H", "H", "H", "H", "C", "O", "N", "N", "H", "H", "H", "H", "C", "O", "N", "N", "H", "H", "H", "H", "C", "C", "O", "H", "H", "H", "H", "H", "H"], "xyz": [[5.5466, 5.3928, 3.5832], [-1.5169, -0.0283, 4.4247], [6.6394, -1.8663, 5.5528], [2.8146, 1.0353, 1.2826], [3.1389, 0.6832, 2.2496], [2.2648, 1.9529, 1.4242], [3.6111, 1.1156, 0.5592], [2.1355, 0.2674, 0.9459], [1.5160, -5.8389, 2.4522], [1.4234, -5.2420, 3.4971], [1.6167, -5.2195, 1.3118], [1.7136, -7.0848, 2.2935], [1.6212, -4.2103, 1.3506], [1.5218, -5.6776, 0.4167], [1.6937, -7.3744, 1.3262], [1.6442, -7.7291, 3.0682], [-5.4424, 0.7122, -0.4483], [-5.0910, 1.5916, 0.3369], [-6.6735, 0.2092, -0.5287], [-4.6213, 0.0838, -1.2428], [-7.4292, 0.6280, -0.0057], [-6.9283, -0.4009, -1.2922], [-4.9837, -0.7993, -1.5727], [-3.6896, 0.4456, -1.3886], [1.3264, 4.8910, -3.4039], [0.1992, 3.8825, -3.4902], [0.7751, 2.5347, -3.2351], [1.9725, 4.7865, -2.5323], [0.9073, 5.8524, -3.1071], [1.9258, 4.9629, -4.3114], [-0.4193, 3.8876, -4.3877], [-0.5187, 4.0712, -2.6920], [1.3063, 2.4847, -2.4370]], "forces_ev_per_angstrom": [[-0.13, -0.04, -0.24], [0.03, 0.01, -0.32], [-0.06, -0.13, -0.14], [0.05, 0.15, -0.08], [1.82, -1.41, 4.31], [-2.18, 3.93, 0.49], [3.25, 0.48, -2.65], [-2.88, -3.03, -1.49], [0.44, 2.46, 1.49], [-0.44, 0.87, 2.17], [-0.20, 3.30, -3.67], [0.23, -5.73, -0.15], [-0.17, -0.26, -0.29], [0.10, 0.37, 0.22], [0.17, -0.92, 0.66], [-0.10, 0.03, -0.41], [0.01, 1.85, 2.34], [-0.31, 0.14, -0.16], [-2.55, -0.51, 0.25], [1.91, -1.51, -1.94], [0.32, -0.05, -0.10], [-0.10, 0.33, 0.20], [1.03, 0.19, -0.52], [-0.23, -0.49, -0.02], [-0.48, 0.98, 0.11], [1.27, -1.47, 2.11], [-1.23, 0.51, -1.48], [0.17, -0.97, -0.08], [-0.24, 0.46, -0.82], [-0.05, 0.06, 0.14], [0.71, -0.33, -0.30], [-0.05, 0.12, 0.21], [-0.11, 0.59, 0.15]], "nbo_charge": [1.00, 1.00, 1.00, -0.86, -0.07, -0.04, -0.02, -0.01, 0.74, -0.70, -0.83, -0.80, 0.41, 0.39, 0.39, 0.41, 0.75, -0.69, -0.84, -0.83, 0.41, 0.39, 0.39, 0.42, -0.64, -0.06, -0.75, 0.20, 0.21, 0.22, 0.19, 0.16, 0.47], "homo_energy_ev": -11.4482, "total_charge": 2, "lumo_energy_ev": -5.57}

{"formula": "C29H38Br2F2NO6P3S", "method": "ωB97M-V/def2-TZVPD", "species": ["C", "C", "O", "P", "O", "C", "C", "C", "C", "C", "C", "C", "O", "Br", "C", "C", "C", "O", "F", "C", "C", "C", "P", "C", "O", "N", "C", "C", "C", "P", "C", "C", "C", "Br", "C", "C", "C", "C", "F", "C", "S", "O", "C", "C", "H", "H", "H", "H", "H", "H", "H", "H", "H", "H", "H", "H", "H", "H", "H", "H", "H", "H", "H", "H", "H", "H", "H", "H", "H", "H", "H", "H", "H", "H", "H", "H", "H", "H", "H", "H", "H", "H"], "xyz": [[6.1362, -2.1679, 2.2394], [5.3867, -0.8204, 2.2228], [5.7069, -0.0113, 1.0684], [4.6363, -0.1712, -0.1368], [4.1335, -1.5572, -0.1450], [3.2346, 1.0024, 0.1053], [3.4432, 2.3321, -0.6454], [2.1970, 3.2725, -0.5888], [0.8720, 2.5573, -0.8860], [0.6497, 2.0368, -2.1688], [1.6958, 2.1913, -3.2968], [2.3827, 0.8517, -3.6760], [3.1094, 0.8174, -4.6288], [2.1018, -0.8084, -2.6988], [-0.5316, 1.3478, -2.4914], [-0.8430, 0.7584, -3.8637], [-1.0374, -0.7639, -3.8911], [-1.3110, -1.3628, -4.8936], [-0.9422, -1.4829, -2.7373], [-1.4943, 1.2366, -1.4997], [-1.3215, 1.7632, -0.2366], [-0.1273, 2.4229, 0.0905], [0.1860, 3.1521, 1.7567], [-1.0697, 4.5133, 1.9457], [-0.1809, 1.8958, 2.8127], [-2.3349, 1.6569, 0.7319], [-2.9056, 0.3699, 0.8620], [-3.0741, -0.1530, 2.1228], [-3.6622, -1.3969, 2.3636], [-3.7722, -1.8679, 4.1207], [-5.0035, -0.8862, 5.0759], [-3.8209, -3.6669, 4.4873], [-4.0820, -2.0914, 1.2316], [-4.9699, -3.7877, 1.4172], [-3.9030, -1.6237, -0.0760], [-4.3160, -2.3876, -1.3214], [-5.4643, -1.7150, -2.1197], [-6.6090, -1.3244, -1.1595], [-7.8001, -1.3358, -1.8878], [-3.3142, -0.3796, -0.2336], [-3.0484, 0.3972, -1.8226], [5.3703, 0.2637, -1.5031], [5.7950, -0.8402, -2.3310], [6.9187, -1.6810, -1.6949], [6.8475, -2.2294, 1.4080], [6.7410, -2.1974, 3.1561], [5.4484, -3.0176, 2.2385], [5.6842, -0.2273, 3.0993], [4.3006, -0.9535, 2.3236], [2.3494, 0.4383, -0.2047], [3.1462, 1.1357, 1.1969], [4.2867, 2.8670, -0.1827], [3.7370, 2.1353, -1.6812], [2.3194, 4.1279, -1.2718], [2.2130, 3.6915, 0.4208], [1.1574, 2.4960, -4.2007], [2.4446, 2.9439, -3.0479], [-1.8055, 1.1771, -4.1942], [-0.0966, 1.0301, -4.6111], [-1.3831, 4.8814, 0.9570], [-1.9875, 4.2280, 2.4831], [-0.5870, 5.3544, 2.4550], [-0.4413, 2.2318, 3.6796], [-2.0628, 2.0455, 1.6232], [-2.7405, 0.4344, 2.9807], [-5.0331, -1.2264, 6.1188], [-6.0142, -0.8103, 4.6510], [-4.6141, 0.1411, 5.1240], [-3.7719, -3.7918, 5.5789], [-4.7772, -4.1251, 4.1930], [-3.0048, -4.2250, 4.0222], [-3.4363, -2.3987, -1.9906], [-4.5354, -3.4424, -1.1370], [-5.1321, -0.8644, -2.7230], [-5.8906, -2.4504, -2.8168], [-6.4190, -0.3139, -0.7730], [-6.6837, -2.0410, -0.3313], [4.9820, -1.5334, -2.5746], [6.1324, -0.4056, -3.2794], [7.4340, -2.2208, -2.5018], [6.4994, -2.4001, -0.9859], [7.6770, -1.0409, -1.2220]], "forces_ev_per_angstrom": [[0.12, 0.46, 0.34], [0.11, -0.06, 0.79], [-0.47, 0.44, -0.79], [-0.71, -0.69, 0.22], [-0.08, -0.12, -0.20], [1.07, 0.06, 0.11], [-0.43, 0.26, 0.13], [0.36, -0.41, 0.11], [0.30, 0.37, 0.00], [0.47, -0.01, -1.06], [-1.28, -1.04, 1.21], [1.20, 0.76, -1.52], [-0.61, -0.10, 0.91], [-0.11, 0.50, -0.03], [0.18, 0.17, 0.27], [-0.06, -0.11, 1.16], [-0.55, -1.21, -1.47], [0.41, 0.89, 1.16], [0.22, 0.90, -0.41], [-1.04, -0.76, 0.05], [0.45, 0.62, 0.67], [-0.23, 0.01, 0.37], [1.51, 0.53, 0.05], [-0.61, -0.32, -0.18], [-0.92, 0.35, -0.47], [-0.06, -0.54, -0.84], [-0.29, 0.13, 0.51], [0.01, 0.05, 0.91], [-1.00, -0.05, -0.28], [2.50, 0.41, 1.13], [-0.61, 0.33, -0.60], [-1.72, -0.29, -0.07], [-0.25, -0.54, -0.30], [0.06, 0.29, 0.10], [-0.08, -0.53, -0.27], [0.60, 0.31, -0.93], [-0.60, -0.67, 0.75], [0.78, 0.03, -0.76], [0.00, 0.20, 0.36], [0.58, 0.93, -0.37], [-0.04, 0.22, 0.11], [-0.40, -0.22, 0.93], [0.96, -0.86, -0.51], [0.03, 0.42, -0.44], [-0.37, -0.03, 0.06], [-0.17, -0.21, -0.18], [0.19, 0.15, -0.21], [0.07, 0.00, -0.40], [0.27, -0.08, -0.27], [0.20, 0.18, -0.14], [0.02, 0.17, -0.30], [-0.19, -0.11, -0.20], [0.00, -0.10, 0.25], [0.05, -0.28, 0.09], [-0.36, -0.04, -0.27], [0.44, 0.09, 0.04], [0.01, -0.29, -0.27], [0.26, -0.21, -0.12], [-0.19, -0.32, 0.02], [0.13, -0.23, 0.19], [0.22, 0.09, -0.07], [-0.10, -0.32, 0.07], [0.16, -0.05, 0.00], [-0.01, -0.22, -0.04], [0.06, -0.21, -0.18], [0.00, -0.21, -0.37], [0.12, -0.27, 0.26], [0.00, -0.31, -0.12], [0.29, 0.31, -0.27], [0.39, -0.10, 0.03], [-0.05, 0.38, 0.01], [-0.18, 0.00, 0.26], [-0.14, 0.40, 0.23], [-0.06, -0.11, 0.24], [0.22, 0.13, 0.13], [-0.38, -0.19, 0.06], [-0.16, 0.15, -0.21], [-0.18, 0.49, 0.26], [-0.07, 0.18, 0.37], [-0.20, -0.02, 0.21], [0.19, 0.20, -0.03], [-0.29, -0.16, 0.02]], "lowdin_charge": [-0.07, -0.28, -0.22, 0.51, -0.30, -0.20, -0.21, -0.17, -0.18, -0.15, -0.09, -0.71, 0.03, 0.94, -0.19, -0.06, -0.49, 0.15, 0.02, -0.35, -0.24, -0.22, 0.94, -0.27, -0.32, 0.10, -0.24, -0.05, -0.42, 0.89, -0.30, -0.36, -0.56, 0.82, -0.27, -0.19, -0.17, -0.19, -0.06, -0.35, 1.11, -0.22, -0.28, -0.08, 0.07, 0.07, 0.08, 0.11, 0.11, 0.05, 0.10, 0.12, 0.08, 0.12, 0.05, 0.12, 0.11, 0.13, 0.12, 0.05, 0.04, 0.03, 0.05, 0.08, 0.10, 0.04, 0.03, 0.02, 0.03, -0.01, 0.04, 0.11, 0.07, 0.07, 0.12, 0.12, 0.10, 0.08, 0.12, 0.08, 0.06, 0.08], "homo_energy_ev": -7.4521, "smiles": "CCOP(=O)(CCCc1c(CC(=O)Br)c(CC(=O)F)c2c(c1P(C)O)Nc1cc(P(C)C)c(Br)c(CCCF)c1S2)OCC", "total_charge": 0, "lumo_energy_ev": 0.14}

{"formula": "H12O6Pd", "method": "ωB97M-V/def2-TZVPD", "species": ["Pd", "O", "H", "H", "O", "H", "H", "O", "H", "H", "O", "H", "H", "O", "H", "H", "O", "H", "H"], "xyz": [[0.4651, 0.1307, 0.2680], [1.6070, 1.1467, -0.5015], [1.8049, 1.0330, -1.4529], [2.0051, 1.9821, -0.1857], [-0.9899, 1.1297, 0.2496], [-0.9200, 2.0137, -0.1274], [-1.9499, 0.9796, 0.2520], [0.3326, -1.3987, -0.4467], [0.9882, -2.1382, -0.4191], [-0.2244, -1.7692, -1.0833], [-1.7377, -1.2257, 1.6028], [-1.4114, -2.0986, 1.8292], [-2.6406, -1.2674, 2.0090], [0.9283, 0.0787, 1.9199], [1.8436, 0.3205, 2.0424], [0.7235, -0.6697, 2.5637], [-0.0946, 0.7412, -2.5204], [-0.8980, 0.9600, -2.9023], [0.1683, 0.0517, -3.0971]], "forces_ev_per_angstrom": [[-3.93, 0.17, -0.88], [9.04, 8.48, -5.32], [0.00, 0.46, 0.19], [0.04, -0.06, -0.55], [-8.58, 7.38, -0.28], [-0.12, 0.60, 0.04], [0.07, -0.50, 0.45], [2.03, -15.25, -4.80], [-0.23, 0.18, 0.28], [-2.30, -0.71, -2.03], [-1.06, -0.09, 0.57], [0.14, -0.43, -0.06], [0.90, 0.36, -0.44], [2.83, -1.69, 12.94], [0.85, 0.08, 0.95], [0.34, 1.23, -0.70], [1.89, -0.28, 1.80], [-2.76, 1.29, -1.04], [0.89, -1.21, -1.10]], "nbo_charge": [1.39, -0.91, 0.55, 0.54, -0.94, 0.52, 0.55, -0.97, 0.53, 0.53, -1.00, 0.49, 0.52, -0.87, 0.52, 0.54, -0.97, 0.50, 0.49], "homo_energy_ev": [-17.3967, -16.8222], "e_above_lowest_ev": 10.653, "total_charge": 2, "lumo_energy_ev": [-7.41, -8.64], "spin_multiplicity": 3}

{"formula": "C7H8N2O2", "method": "ωB97M-V/def2-TZVPD", "species": ["O", "N", "C", "N", "O", "C", "C", "C", "C", "C", "C", "H", "H", "H", "H", "H", "H", "H", "H"], "xyz": [[-1.8313, 2.6015, 0.0711], [-1.5313, 1.4249, -0.0717], [-2.7029, 0.0576, -0.0373], [-1.9128, -1.0145, -0.0101], [-2.3385, -2.1848, -0.1611], [-0.6031, -0.7169, 0.2087], [0.4552, -1.6417, 0.0917], [1.7337, -1.2149, 0.0547], [2.0788, 0.2416, 0.0847], [0.9253, 1.1133, -0.4196], [-0.3425, 0.7370, 0.3565], [-3.6848, 0.1621, -0.4360], [0.1922, -2.6861, 0.0208], [2.5504, -1.9157, 0.0031], [2.3231, 0.5300, 1.1149], [2.9684, 0.4228, -0.5213], [1.1481, 2.1720, -0.2842], [0.7566, 0.9268, -1.4822], [-0.1845, 0.9850, 1.4175]], "forces_ev_per_angstrom": [[0.29, 0.40, 0.26], [-3.95, -4.19, -0.55], [3.41, 4.04, 0.01], [-0.35, 0.38, 0.16], [-0.25, -0.99, -0.18], [0.58, 0.44, -0.11], [-0.35, -0.29, -0.02], [0.06, 0.23, 0.06], [-0.09, 0.11, -0.08], [-0.03, 0.02, 0.12], [1.05, 0.30, 0.44], [-0.41, -0.20, -0.13], [0.00, -0.09, 0.00], [0.03, -0.21, -0.02], [0.10, 0.03, -0.03], [0.02, 0.02, 0.09], [-0.05, -0.03, -0.01], [-0.03, 0.02, -0.01], [-0.03, -0.01, -0.01]], "nbo_charge": [-0.34, 0.11, 0.09, 0.05, -0.52, 0.16, -0.26, -0.11, -0.45, -0.38, -0.15, 0.22, 0.25, 0.21, 0.22, 0.23, 0.23, 0.22, 0.23], "homo_energy_ev": [-8.3025, -8.1043], "e_above_lowest_ev": 7.356, "smiles": "[O-][N+]1=C[N+]([O-])=C2C=CCC[C@H]21", "total_charge": 0, "lumo_energy_ev": [-1.18, -0.07]}

{"formula": "C2H5NO2", "method": "ωB97M-V/def2-TZVPD", "species": ["C", "C", "H", "H", "H", "H", "H", "N", "O", "O"], "xyz": [[0.6709, 0.2478, 1.1892], [-0.8364, 0.4706, -0.9365], [1.8394, -0.5256, 1.5215], [-0.1729, 0.0422, 2.2367], [0.7920, 1.5366, 0.7137], [-0.3403, -1.5751, -1.3617], [-0.7183, 1.6362, -0.9043], [0.1789, -0.1608, -0.2523], [0.2227, -1.5168, -0.5056], [-1.6360, -0.1551, -1.7008]], "forces_ev_per_angstrom": [[0.36, 0.57, -0.92], [-0.83, 0.22, -1.43], [-3.82, 2.98, -1.48], [2.50, 0.77, -3.75], [0.14, -3.85, 2.80], [0.80, -0.04, 1.69], [-0.66, -1.99, 0.20], [-0.15, 0.11, 2.08], [-1.00, -0.62, -1.31], [2.66, 1.84, 2.12]], "nbo_charge": [-0.49, 0.47, 0.27, 0.24, 0.24, 0.50, 0.14, -0.19, -0.56, -0.63], "homo_energy_ev": -9.2641, "e_above_lowest_ev": 6.121, "total_charge": 0, "lumo_energy_ev": 0.35}